Here is an isolated ion of composition C8H8NOS and charge +1 in a non-equilibrium geometry from the OMol25 dataset. Energies are from ωB97M-V/def2-TZVPD.

## Properties
LUMO energy (alpha / beta) ... -5.0 / -5.0 eV
Relative energy (zero: lowest compared OMol25 entry of this formula, charge and spin) ... 369.6 kJ/mol
Charge ... +1
Energy ... -22787.70258 eV
Max |F| ... 0.064 Eh/bohr
M ... 166.2 g/mol

```
19
C8H8NOS (ωB97M-V/def2-TZVPD)
C 0.832 -0.036 1.109
H 0.653 0.604 1.978
H 1.346 2.716 -0.851
C -0.450 -0.566 0.572
H -2.390 -3.093 -0.450
C -1.968 -2.144 -0.181
O -2.007 2.678 0.401
C -1.526 0.256 0.165
H 1.465 -0.876 1.411
N 1.574 0.777 0.106
C -1.680 1.591 0.247
H 0.705 -0.279 -1.546
H 2.307 0.479 -1.928
H -0.074 -2.712 0.674
C 0.891 1.748 -0.726
C 1.404 0.523 -1.329
H 2.515 0.978 0.440
C -0.744 -1.920 0.395
S -2.853 -0.723 -0.485
```


Here is an isolated molecule of C8H8NPS in a non-equilibrium geometry from the OMol25 dataset. Energies are from ωB97M-V/def2-TZVPD.

## Properties
LUMO energy ... 0.0 eV
Relative energy (zero: lowest compared OMol25 entry of this formula, charge and spin) ... 356.4 kJ/mol
Charge ... 0
Energy ... -30035.23238 eV
Structure (SMILES) ... Cc1nc(/C=C\C#CP)cs1
Max |F| ... 0.052 Eh/bohr
M ... 181.2 g/mol

```
19
C8H8NPS (ωB97M-V/def2-TZVPD)
H 0.839 -2.284 -1.222
H -4.631 0.095 -0.874
C 2.990 1.239 1.047
C -2.575 -0.224 -0.083
H 3.107 2.972 2.658
H -4.697 -0.756 0.705
P 3.519 2.904 1.230
H 0.657 0.542 0.932
C -4.105 -0.600 -0.201
H -4.003 -1.495 -0.765
C -0.371 -0.758 -0.155
C 2.600 0.132 0.708
C -0.252 0.478 0.338
H 2.199 3.299 0.618
C 2.185 -1.084 -0.041
N -1.652 -1.103 -0.455
C 0.911 -1.517 -0.351
S -1.697 1.199 0.701
H 3.107 -1.612 -0.557
```


Here is a 2-piece molecular cluster, C8H8O2S overall in a non-equilibrium geometry from the OMol25 dataset. Energies are from ωB97M-V/def2-TZVPD.

## Properties
LUMO energy (alpha / beta) ... 0.0 / 0.0 eV
Relative energy (zero: lowest compared OMol25 entry of this formula, charge and spin) ... 587.5 kJ/mol
Charge ... 0
Energy ... -23350.19533 eV
Max |F| ... 0.078 Eh/bohr
M ... 168.2 g/mol

```
19
C8H8O2S (ωB97M-V/def2-TZVPD)
H -1.255 -1.665 1.556
H -1.612 -2.021 -0.923
C -2.983 0.843 0.441
C 3.027 1.227 -0.940
S -2.842 0.054 -1.099
H 3.475 -1.455 -0.803
C 2.321 0.290 -0.348
O 0.062 0.697 -0.965
C 2.753 -1.056 -0.050
H -0.824 0.724 -0.567
H -2.255 0.466 2.428
C -1.951 -1.104 1.020
H 2.791 2.238 -1.450
C 0.988 0.505 -0.055
C -2.539 0.128 1.487
O 2.271 -1.663 0.902
H -3.538 1.744 0.388
C -1.939 -1.187 -0.357
H 4.052 1.235 -0.665
```


Here is a 2-piece molecular cluster, C8H8O2SSi overall in a non-equilibrium geometry from the OMol25 dataset. Energies are from ωB97M-V/def2-TZVPD.

## Properties
LUMO energy (alpha / beta) ... -0.2 / -1.6 eV
Relative energy (zero: lowest compared OMol25 entry of this formula, charge and spin) ... 539.0 kJ/mol
Charge ... 0
Energy ... -31225.75864 eV
Max |F| ... 0.065 Eh/bohr
M ... 196.3 g/mol

```
20
C8H8O2SSi (ωB97M-V/def2-TZVPD)
S 2.926 1.867 0.117
Si -0.720 0.995 1.437
H -0.618 -2.507 -1.291
C 1.771 2.583 1.239
H 3.119 -0.626 0.044
H -0.950 -3.132 0.352
H -1.948 2.434 -2.031
H -1.010 -4.419 -1.040
H -2.297 0.687 -0.431
O 1.049 -1.011 1.861
O -1.096 -1.743 2.170
C 1.655 0.102 1.506
C 2.573 0.168 0.555
H 0.893 1.460 3.014
C -0.337 -0.874 1.911
C 1.183 1.430 1.935
C -1.363 2.357 -1.032
C -1.635 1.415 -0.118
C -0.891 -3.408 -0.726
H -0.642 3.136 -0.814
```


Here is an isolated ion of composition C8H8O3P and charge -1 in a non-equilibrium geometry from the OMol25 dataset. Energies are from ωB97M-V/def2-TZVPD.

## Properties
LUMO energy ... 3.5 eV
Relative energy (zero: lowest compared OMol25 entry of this formula, charge and spin) ... 12.5 kJ/mol
Charge ... -1
Energy ... -23860.45246 eV
Structure (SMILES) ... O=CC[P@](=O)([O-])c1ccccc1
Max |F| ... 0.024 Eh/bohr
M ... 183.1 g/mol

```
20
C8H8O3P (ωB97M-V/def2-TZVPD)
C 2.500 -1.437 0.526
O 2.620 -2.617 0.242
H -2.190 -1.337 -1.453
C -0.827 1.489 0.773
C -0.468 -0.195 -0.892
C 0.023 0.815 -0.085
H 2.218 -1.154 1.563
H -0.413 2.277 1.385
H 0.205 -0.700 -1.568
O 1.963 2.112 -1.493
C 2.747 -0.264 -0.336
P 1.756 1.416 -0.195
H 3.697 0.169 -0.003
H -3.700 -0.147 0.087
H 2.856 -0.547 -1.386
C -1.804 -0.544 -0.827
C -2.167 1.146 0.839
O 2.153 2.082 1.071
H -2.835 1.672 1.510
C -2.654 0.127 0.039
```


Here is an isolated molecule of C8H8P2 in a non-equilibrium geometry from the OMol25 dataset. Energies are from ωB97M-V/def2-TZVPD.

## Properties
LUMO energy ... -0.1 eV
Relative energy (zero: lowest compared OMol25 entry of this formula, charge and spin) ... 0.0 kJ/mol
Charge ... 0
Energy ... -27000.43407 eV
Structure (SMILES) ... C1=CP(#P2C=CC=C2)C=C1
Max |F| ... 0.089 Eh/bohr
M ... 166.1 g/mol

```
18
C8H8P2 (ωB97M-V/def2-TZVPD)
H -3.673 1.463 0.182
C 3.120 -0.550 -0.277
H 4.050 -0.738 -0.888
H -4.029 -0.812 0.864
H 2.215 -2.461 0.136
H -2.000 -2.443 0.375
C -2.854 0.839 0.077
P 0.764 -0.315 0.901
P -0.778 -0.466 -0.754
C 1.585 1.170 0.375
H 3.422 1.548 -0.735
C -2.048 -1.413 0.331
C -1.659 1.113 -0.491
C 2.124 -1.346 0.151
C -3.055 -0.530 0.520
H -1.361 1.942 -1.002
C 2.829 0.827 -0.160
H 1.347 2.174 0.395
```